Entry 1:
Entry from the Open Molecules 2025 dataset: C66H49F9N4O4P2Sr as an isolated structure at a distorted geometry (wB97M-V/def2-TZVPD).

```
135
Properties=species:S:1:pos:R:3:mulliken_charge:R:1
F 2.250 4.577 1.044 -0.278
H -2.084 5.095 2.089 0.498
C -3.734 -5.040 -2.557 -0.775
H -1.890 0.398 5.999 0.443
C -1.934 -3.883 -1.451 -0.525
H 7.196 -1.107 -0.543 0.430
H -4.070 2.131 1.997 0.321
H 2.852 -8.348 -0.984 0.392
H 3.093 -1.496 1.314 -0.050
H 3.563 -5.224 -6.103 0.390
H 4.888 -1.915 -0.839 0.320
C 1.105 0.608 -5.692 -0.745
C -0.861 5.511 -2.335 -0.970
C -2.283 1.337 -2.465 -0.948
H 1.404 1.271 -6.495 0.488
C -1.575 5.394 0.036 -1.112
C -1.579 0.371 3.878 -0.359
H -2.515 0.852 3.633 0.419
C 4.952 2.102 1.739 0.304
C -4.211 -3.835 -3.061 -0.709
C 0.871 -0.797 4.440 -0.594
H 4.037 1.496 -3.300 -0.278
C -0.129 4.976 -3.355 -1.081
N -2.114 0.880 1.246 -1.253
C -1.716 0.957 -1.192 0.947
C 4.297 -0.303 -2.131 1.354
H 2.545 -2.371 2.762 0.380
C 4.037 -2.350 -4.404 -0.656
H 0.310 -0.627 6.494 0.479
C 2.599 -3.821 -3.176 -0.181
H 3.209 -0.725 2.909 0.255
H 0.053 -1.731 -2.817 -0.325
Sr 0.984 0.665 0.185 1.504
C -0.038 3.751 -0.843 -0.196
H 2.100 -5.653 -4.177 0.562
C 0.974 -7.650 -0.220 -1.077
C 0.787 3.265 -1.903 -0.629
C 0.137 -6.554 -0.083 -0.008
F 1.612 3.078 3.100 -0.187
H -2.237 -6.014 -1.380 0.337
F 3.804 3.918 -0.298 -0.232
H -1.717 1.052 -3.342 0.226
F 3.571 3.585 3.865 -0.283
C 6.506 -0.550 -1.166 -0.702
H -0.838 0.228 -6.519 0.434
C -2.407 -2.679 -1.976 0.667
C -5.591 3.149 0.895 -0.830
F 5.015 0.849 2.230 -0.203
C 2.617 -1.394 2.288 -1.299
C 0.524 -0.565 3.119 0.336
C 2.693 -4.750 -4.211 -0.489
F 2.954 1.515 3.737 -0.238
C -2.601 -5.066 -1.758 -0.186
H 1.306 3.475 -3.952 0.479
C -0.719 0.045 2.831 -0.982
N -0.053 3.080 0.342 1.610
H 0.548 -4.982 2.142 0.529
C -1.255 -4.185 1.275 0.207
C -3.544 -2.654 -2.776 -0.861
H 2.255 1.989 -2.433 -0.250
C -0.831 4.902 -1.060 1.227
C 3.208 -2.571 -3.306 1.335
C -1.027 -4.889 3.582 -0.860
C 3.451 2.573 1.647 0.627
C 4.222 -3.314 -5.376 -0.853
H -6.979 4.103 -0.458 0.407
F 4.319 4.860 1.582 -0.291
O 2.732 1.690 0.932 -0.776
O 1.780 -4.025 -2.081 0.070
P 2.665 -1.150 -2.229 0.027
C 2.000 0.325 -4.668 -0.370
C 4.711 0.895 -2.706 0.007
C -3.697 2.022 -0.114 1.162
C 1.605 -5.243 -1.456 -0.065
C -4.175 2.412 -1.381 0.879
C -3.117 -4.001 2.811 -0.614
H -0.756 -6.644 0.521 0.503
C 2.486 -6.317 -1.536 -0.597
P -0.473 -3.753 -0.344 1.931
N -0.976 0.360 1.480 2.075
C -4.434 2.418 1.019 -0.346
H -6.141 3.441 1.782 0.435
H -0.760 3.003 2.256 0.296
C -2.573 -3.820 1.545 -0.750
C -6.069 3.524 -0.368 -0.682
C 0.706 3.864 -3.135 -0.302
H -4.250 -5.965 -2.787 0.415
C -1.527 4.743 1.232 -1.329
C 3.504 -4.499 -5.302 -0.777
H -2.176 6.285 -0.100 0.459
C 6.016 1.349 -2.542 -0.538
H -4.146 -3.718 2.998 0.432
H 4.886 -3.127 -6.210 0.444
H -3.903 -1.711 -3.172 0.501
H -2.766 -4.658 4.824 0.384
H 3.429 -6.230 -2.052 0.568
H -5.100 -3.823 -3.680 0.393
C 6.921 0.619 -1.791 -0.761
H 4.551 -1.400 -4.493 0.301
O -0.617 0.325 -1.164 1.154
O 1.319 -0.857 2.038 1.962
C -2.347 -4.532 3.833 -0.608
H -0.416 -5.303 4.375 0.406
C 2.164 -7.515 -0.917 -0.675
C -3.433 2.035 -2.550 -0.873
H -1.471 6.394 -2.487 0.450
H -5.712 3.436 -2.475 0.442
C -2.461 1.270 -0.006 -1.119
C -1.223 0.123 5.192 -0.902
H 2.998 0.738 -4.728 0.198
C 0.445 -5.328 -0.670 -0.430
H -0.158 5.423 -4.342 0.405
H -3.182 -3.388 0.759 0.359
C 1.627 -0.506 -3.615 1.600
C -0.523 -0.829 -4.673 -0.759
H -1.498 -1.301 -4.683 0.518
C -0.766 3.565 1.328 -0.493
C 2.902 2.704 3.109 0.045
F 5.747 2.863 2.504 -0.269
C 0.354 -1.077 -3.629 -0.255
C 0.007 -0.452 5.469 -1.000
H -3.824 2.326 -3.520 0.396
N 1.627 2.172 -1.669 0.985
F 5.490 2.068 0.514 -0.106
H 0.718 -8.593 0.247 0.429
H 6.318 2.281 -3.005 0.425
C -0.155 0.027 -5.703 -0.634
H 7.940 0.968 -1.680 0.372
C -0.486 -4.709 2.318 -0.428
C -5.363 3.156 -1.487 -0.906
C 3.462 4.007 1.001 -0.127
H -1.879 -1.757 -1.752 0.138
C 5.209 -1.000 -1.331 -0.945
H 2.145 2.234 -0.787 -0.007
H 1.820 -1.253 4.690 0.469
```

The calculation puts the orbital gap at 0.2497 Eh. The HOMO energy comes out at -7.09 eV. As for the spin multiplicity: 1. Its energy relative to the best compared isomer or geometry (same formula, charge and spin) is 20.6 kcal/mol. The calculation puts the total energy at -127262.71457 eV. As for the charge: 0.

Entry 2:
Entry from the Open Molecules 2025 dataset: a 10-piece molecular cluster, C67H156F3N9O9S overall at a distorted geometry (wB97M-V/def2-TZVPD).

```
245
Properties=species:S:1:pos:R:3:mulliken_charge:R:1
C -1.013 -11.942 -3.151 -0.973
H -11.692 -11.319 -19.988 0.277
H 0.124 -19.507 -8.601 0.375
H 1.991 -7.384 -14.550 0.411
C -3.679 -16.336 -18.677 0.595
C -10.466 -10.246 -21.246 -0.705
H 5.742 -10.062 -19.957 0.349
C -7.873 -10.352 -18.473 -1.309
H 6.914 -14.221 -23.245 0.371
H -1.416 0.325 -3.943 0.294
H -8.746 -10.094 -16.455 0.382
C -1.902 -5.476 -6.178 -0.484
H -6.903 -10.148 -18.928 0.361
H 9.249 -14.418 -6.567 0.359
C -7.690 -7.537 -19.720 -0.232
H 8.198 -11.875 -20.265 0.157
H -6.558 -11.429 -16.759 0.393
H -4.709 -15.438 -20.249 0.313
H -5.603 -10.070 -16.571 0.404
C 2.702 -13.405 -9.735 0.600
H 11.232 -15.027 -2.135 0.361
C 0.691 -19.683 -6.653 -0.358
H 2.942 -3.705 -16.637 0.397
H -8.081 -15.100 -7.424 0.313
H -0.770 -19.066 -4.324 0.565
H 7.450 -13.855 -17.427 0.394
H 0.481 -6.859 -15.329 0.295
H -0.561 -5.012 -16.371 0.435
C -8.283 -14.243 -8.067 -0.820
H -0.374 -19.618 -6.431 0.262
H -2.806 -22.166 -2.714 0.409
C 6.630 -13.180 -17.178 -1.507
H -3.354 -3.168 -5.086 0.407
H -1.565 -5.516 -8.426 0.293
H 4.545 -13.219 -21.584 0.420
O 1.623 -1.446 -17.378 -0.311
C -7.420 -6.123 -19.059 -1.417
H -12.639 -15.428 -8.865 0.317
F 3.629 -12.609 -10.241 -0.204
H 4.131 -8.354 -24.175 0.347
H -1.552 -16.694 -18.709 0.377
H -7.154 -6.176 -18.004 0.336
H -12.981 -15.045 -5.331 0.408
N -9.000 -9.700 -19.296 0.394
H -10.751 -9.720 -17.951 0.444
H 0.185 -2.884 -17.905 0.331
H 1.580 -2.890 -18.869 0.572
H -3.122 -5.061 -7.928 0.338
C 1.769 -5.242 -14.710 -0.428
C 10.155 -15.185 -2.100 -1.033
C 5.359 -10.591 -20.830 -0.633
H 0.966 -1.934 -15.294 0.496
O -4.380 -16.496 -17.675 -0.382
C -14.970 -14.824 -7.466 -1.176
H -14.586 -15.449 -8.273 0.315
C -1.415 -21.187 -4.050 -0.323
C 5.854 -12.829 -19.575 -1.029
C -1.831 -12.573 -2.099 0.545
H -8.352 -9.550 -21.269 0.468
H 0.104 -0.700 -18.722 0.317
H 0.536 -2.482 -4.284 0.404
H 5.538 -11.443 -17.870 0.385
H 5.874 -13.956 -17.060 0.370
N 6.053 -11.961 -20.830 0.588
H 3.583 -2.786 -15.007 0.355
C 1.271 -2.830 -17.826 -0.704
N -12.517 -13.988 -7.186 0.122
C 1.422 -2.714 -14.684 -0.429
C -11.326 -10.293 -20.015 -0.481
N 1.173 -4.047 -15.503 -0.052
H -10.429 -15.853 -8.218 0.453
H 3.848 -8.559 -21.645 0.398
C -1.722 -15.236 -17.173 -0.706
H -0.445 -12.716 -3.669 0.339
C -9.000 -8.158 -19.167 -1.052
H -2.845 -11.411 0.973 0.369
H 8.873 -12.939 -5.583 0.319
H 0.527 -5.451 -7.129 0.284
C -12.101 -14.516 -8.602 -0.646
H -8.564 -11.195 -20.803 0.425
H 10.889 -14.214 -4.716 0.371
H 2.246 -18.334 -4.651 0.255
H 5.211 -10.408 -22.968 0.322
H 7.207 -11.590 -18.420 0.302
H 1.572 -4.163 -7.670 0.423
C 0.851 -20.156 -8.113 -1.330
H -7.832 -8.775 -16.778 0.346
H -2.492 -14.532 -16.860 0.310
H 1.228 0.516 -18.026 0.290
O -2.192 -13.745 -2.145 -0.428
H -3.675 -19.358 -3.885 0.291
H 1.155 -18.182 -3.286 0.362
N 9.944 -14.561 -4.629 -0.177
N -2.172 -15.910 -18.559 -0.242
H -4.980 -17.228 -20.292 0.346
H -1.724 -11.560 -3.883 0.303
H 8.546 -12.883 -22.606 0.357
H 1.807 -4.891 -17.342 0.350
O 1.027 -11.228 -9.607 -0.690
O -9.721 -13.924 -8.040 -0.179
H -10.651 -9.404 -21.914 0.306
H -0.893 -22.117 -3.824 0.364
S 0.962 -12.690 -10.007 1.076
H -1.960 -15.276 -19.316 0.398
H -0.139 -2.527 -6.637 0.482
H 0.741 -2.871 -13.847 0.497
H 4.307 -10.838 -20.685 0.352
H 0.964 -21.805 -2.743 0.339
C 1.547 -6.654 -15.226 -1.248
H 4.838 -13.191 -19.419 0.512
F 2.843 -14.623 -10.256 -0.226
C -4.296 -16.422 -20.027 -1.056
C 7.583 -11.910 -21.164 -0.455
H -12.375 -12.393 -5.790 0.547
C -10.373 -10.281 -18.806 -0.856
H -0.349 -11.198 -2.713 0.368
O 0.659 -12.816 -11.439 -0.676
C 1.768 -21.214 -3.183 -0.617
H -2.816 -10.897 -1.305 0.355
H -16.012 -14.651 -7.734 0.387
H -6.755 -8.058 -19.518 0.173
C -13.959 -13.632 -7.278 -0.440
H 8.419 -13.940 -21.142 0.318
H 0.853 -21.605 -5.984 0.442
H -1.711 -16.043 -16.439 0.334
H -1.196 -6.167 -5.717 0.501
H -0.404 -19.784 -2.752 0.628
H 6.383 -13.778 -19.655 0.407
H 1.771 -0.559 -19.215 0.337
C 4.819 -8.397 -22.113 -0.623
C 3.058 -19.186 -2.886 -0.666
C 2.890 -2.507 -14.213 -1.172
C -11.787 -12.704 -6.654 -0.345
C -2.515 -21.164 -3.031 -0.715
C -2.952 -12.245 0.280 -0.776
C -0.481 -19.988 -3.820 -1.490
H 4.214 -6.768 -23.502 0.401
H -7.981 -14.583 -9.057 0.325
H 2.920 -1.468 -13.883 0.354
H -0.248 -2.940 -2.705 0.435
C -2.299 -5.718 -7.647 -1.249
H -0.732 -14.798 -17.299 0.341
H 1.352 -5.153 -13.707 0.443
C 2.667 -20.421 -2.191 -0.652
H 3.513 -20.934 -1.733 0.412
H 2.056 -20.159 -1.327 0.334
H -1.337 -11.302 -0.581 0.408
N -1.453 -4.017 -5.854 0.099
C 1.303 -20.689 -5.600 -0.899
C 1.903 -3.897 -16.906 -0.554
O -0.001 -13.434 -9.202 -0.655
H -7.477 -11.362 -14.801 0.337
N -2.231 -11.626 -0.922 -0.196
H 1.871 -19.996 -8.462 0.343
H -0.702 -4.487 -14.616 0.385
H -11.272 -11.615 -8.565 0.281
H -6.515 -5.658 -19.449 0.388
H 3.977 -19.227 -3.470 0.343
N 1.046 -20.181 -4.144 0.632
H -15.127 -15.390 -6.548 0.338
C 6.280 -12.141 -18.259 -0.246
H -0.873 -3.392 -16.088 0.379
H -5.859 -10.655 -14.396 0.364
C 7.915 -13.218 -21.784 -0.597
H -14.178 -13.273 -6.272 0.386
C -0.439 -3.540 -6.902 -0.628
C 1.846 -18.862 -3.785 -0.486
H 0.128 -0.235 -4.367 0.357
H -4.639 -20.512 -2.923 0.371
H -12.793 -16.083 -6.716 0.443
H -12.045 -9.477 -19.941 0.389
H -2.244 -20.691 -2.087 0.326
C -0.908 -3.995 -4.349 -0.761
H -0.410 -0.229 -2.626 0.314
H 3.231 -18.390 -2.162 0.363
C -12.392 -15.189 -6.237 -0.966
H -10.606 -11.138 -21.857 0.362
H 6.537 -9.571 -22.304 0.207
H -1.878 -21.228 -5.036 0.381
H -14.021 -12.914 -8.095 0.393
H 2.370 -20.765 -5.812 0.510
C 8.880 -14.028 -5.618 -0.727
C 6.702 -13.902 -22.225 -0.771
H -7.734 -13.332 -7.828 0.238
H -10.806 -12.982 -6.270 0.392
C 9.628 -14.207 -3.147 0.505
H -9.213 -7.839 -18.146 0.520
H -2.245 -12.980 0.665 0.348
H -2.534 -2.001 -6.225 0.303
H 7.894 -11.040 -21.743 0.516
C -11.791 -11.468 -7.618 -1.234
H 6.515 -14.892 -21.809 0.365
H -3.585 -16.437 -20.853 0.372
H -3.941 -20.945 -4.467 0.322
H 9.761 -16.181 -2.306 0.383
C -6.833 -10.484 -14.855 -1.263
H 3.256 -3.229 -13.483 0.375
H -3.381 -3.236 -6.823 0.382
H -3.883 -12.657 -0.111 0.337
H 7.921 -14.434 -5.297 0.327
C 5.494 -9.815 -22.098 -0.369
C -9.012 -10.206 -20.702 -0.741
H -2.631 -6.747 -7.786 0.404
H 1.428 -4.466 -5.968 0.259
C -7.832 -9.844 -16.992 -0.245
H 9.796 -14.909 -1.109 0.316
C 4.721 -7.733 -23.500 -1.335
H -2.795 -5.594 -5.564 0.493
H 5.667 -7.421 -23.942 0.336
O 9.076 -13.161 -2.841 -0.405
H -0.097 -4.722 -4.353 0.391
H 1.987 -6.675 -16.223 0.359
H -7.394 -9.628 -14.480 0.310
C -10.571 -14.891 -8.709 -0.804
H -10.229 -11.278 -18.389 0.466
H -12.249 -13.735 -9.347 0.434
F 2.830 -13.602 -8.436 -0.224
H -12.827 -11.197 -7.819 0.370
H -10.429 -15.053 -9.777 0.454
H 1.068 -18.665 -6.550 0.341
C -2.729 -3.043 -5.971 -0.873
C -0.371 -4.241 -15.625 -1.032
H 5.244 -7.621 -21.475 0.350
C 5.525 -12.914 -21.952 -0.676
C 0.856 -4.438 -6.895 -1.112
H -8.371 -5.590 -19.066 0.395
H 5.332 -12.471 -22.930 0.335
C -0.681 -0.429 -3.663 -0.833
H 2.304 -21.916 -3.821 0.384
H -9.839 -7.810 -19.769 0.579
H -11.364 -15.378 -5.929 0.275
H 6.822 -12.623 -16.261 0.381
H 2.832 -5.024 -14.606 0.355
C -0.391 -2.723 -3.763 -0.647
H -7.879 -7.467 -20.791 0.461
H -8.173 -11.399 -18.478 0.665
C 1.112 -0.519 -18.348 -0.803
C -3.754 -20.391 -3.547 -1.202
H -11.380 -10.574 -7.148 0.419
H -0.897 -3.589 -7.890 0.544
H -1.740 -4.343 -3.737 0.462
O -1.293 -1.658 -3.956 -0.285
H 0.507 -21.188 -8.189 0.385
C -6.603 -10.429 -16.329 -0.645
H 10.048 -15.566 -4.640 0.400
```

The calculation puts the orbital gap at 0.2205 Eh. The HOMO energy comes out at -16.99 eV. As for the spin multiplicity: 1. The calculation puts the total energy at -122746.68736 eV. As for the charge: +8.

HOMO energy of number 2 (C67H156F3N9O9S)? -16.99 eV